55
Properties=species:S:1:pos:R:3:forces:R:3 method="wB97M-V/def2-TZVPD" relative_energy_kcal_mol=12.9 total_charge=-3 gap_ev=4.19
Sr -0.291 -0.934 -0.571 -1.31 -0.23 -1.01
C -0.554 -3.474 2.904 -0.26 0.37 0.59
C -1.600 -3.687 1.811 0.36 -0.06 -0.55
O -1.359 -2.920 0.730 0.09 -0.12 0.61
H -0.710 -4.141 3.772 0.35 -0.36 -0.20
H -0.669 -2.474 3.339 0.10 0.15 -0.32
H 0.430 -3.530 2.436 0.13 -0.22 0.32
H -2.588 -3.619 2.337 -0.36 0.67 -0.18
H -1.617 -4.785 1.586 0.31 -0.32 -0.16
C -3.079 1.806 1.190 0.18 0.82 -0.32
C -3.598 0.824 0.130 -1.26 -2.65 1.11
O -2.821 -0.266 -0.145 0.74 2.04 -0.31
H -3.866 2.321 1.763 -0.24 -0.16 -0.12
H -2.543 2.613 0.670 0.32 -0.15 0.28
H -2.436 1.304 1.915 0.04 -0.15 -0.14
H -4.122 1.410 -0.664 0.84 0.24 -0.67
H -4.520 0.352 0.574 -0.42 0.43 0.47
C 3.552 -2.747 0.697 1.06 -0.76 0.46
C 3.364 -1.885 -0.563 -0.85 1.06 0.43
O 2.403 -0.919 -0.466 -0.33 -0.50 0.26
H 2.617 -3.109 1.129 -0.15 -0.05 -0.38
H 4.121 -2.359 1.557 -0.25 0.85 -0.27
H 4.204 -3.600 0.424 -0.39 -0.29 -0.11
H 3.155 -2.618 -1.369 0.06 -0.09 -0.19
H 4.332 -1.400 -0.819 0.43 -0.32 -0.01
C -1.101 3.420 -2.059 -0.06 -0.35 0.21
C -0.839 2.012 -2.624 0.63 -0.53 -0.66
O 0.031 1.268 -1.898 -0.49 0.07 0.83
H -1.716 4.010 -2.753 0.14 0.21 0.00
H -0.150 3.897 -1.797 -0.04 0.16 -0.36
H -1.649 3.315 -1.116 -0.10 -0.04 -0.16
H -0.420 2.095 -3.663 -0.11 0.59 -0.15
H -1.838 1.570 -2.838 -0.04 -0.22 0.46
C 0.227 -3.859 -3.056 -0.15 -0.63 0.03
C -1.090 -3.142 -3.378 -1.04 1.49 -0.12
O -1.482 -2.027 -2.693 1.36 -0.74 0.45
H 1.095 -3.216 -2.889 -0.12 0.10 0.11
H 0.442 -4.534 -3.900 0.17 0.07 -0.11
H 0.044 -4.536 -2.214 0.36 0.36 0.33
H -1.850 -3.956 -3.284 -0.15 -0.20 -0.21
H -1.067 -2.860 -4.461 0.17 -0.43 -0.37
C 1.234 4.802 0.513 0.44 0.31 1.50
C 0.110 4.079 0.888 -0.31 0.55 -0.80
C 0.214 2.877 1.542 0.59 -0.99 -0.04
C 1.480 2.421 1.906 -0.28 1.21 0.03
C 2.573 3.277 1.818 0.72 -0.76 -0.91
C 2.469 4.434 1.063 -0.89 0.47 0.28
N 1.616 1.031 2.333 -0.06 -0.14 -0.78
O 2.597 0.684 2.953 0.46 0.22 0.57
O 0.749 0.293 1.941 -0.37 -0.37 0.33
H 1.155 5.757 0.011 -0.13 -0.15 -0.31
H -0.867 4.403 0.550 0.07 -0.06 0.07
H -0.646 2.228 1.646 0.07 0.11 0.06
H 3.578 2.964 2.075 -0.23 -0.25 0.43
H 3.300 5.127 1.014 0.21 -0.23 -0.32



57
Properties=species:S:1:pos:R:3:forces:R:3 method="wB97M-V/def2-TZVPD" spin_multiplicity=2 relative_energy_kcal_mol=17.3 total_charge=+2 gap_ev="6.56 / 7.17"
Re 0.535 -0.766 -0.142 -0.90 1.21 -0.17
C 0.858 3.343 0.961 -0.03 0.00 -0.07
C 0.112 2.342 0.140 0.49 0.08 -0.22
C 0.786 1.785 -1.011 0.07 -0.15 0.21
C 2.141 2.295 -1.363 0.00 0.12 -0.09
C 0.151 0.873 -1.872 0.35 0.20 -0.53
C 0.757 0.608 -3.242 -0.11 0.16 0.13
C -1.140 0.421 -1.523 -0.66 -0.32 0.13
C -1.913 -0.404 -2.542 -0.08 0.16 0.09
C -1.829 1.040 -0.419 0.08 -0.32 -0.40
C -3.276 0.761 -0.185 -0.02 -0.04 0.04
C -1.182 1.970 0.428 -0.32 0.02 0.24
C -1.930 2.577 1.591 0.04 -0.10 -0.06
H 1.675 2.848 1.498 -0.03 -0.03 -0.03
H 0.233 3.850 1.685 -0.03 0.01 0.00
H 1.314 4.100 0.321 -0.01 0.00 0.02
H 2.020 3.235 -1.918 0.00 -0.02 0.03
H 2.679 1.619 -2.022 0.01 0.00 0.04
H 2.742 2.525 -0.487 0.00 -0.03 -0.02
H 1.670 0.020 -3.205 0.02 -0.02 0.09
H 1.002 1.570 -3.696 0.00 -0.02 0.01
H 0.063 0.117 -3.910 -0.04 -0.03 -0.02
H -2.373 0.267 -3.273 0.00 0.03 0.03
H -2.714 -0.992 -2.108 0.03 -0.04 0.02
H -1.274 -1.077 -3.101 0.07 -0.07 0.02
H -3.752 0.236 -1.006 -0.01 0.03 0.05
H -3.807 1.702 -0.035 0.02 0.02 -0.02
H -3.417 0.189 0.737 0.00 0.03 0.00
H -2.349 3.549 1.322 0.01 0.00 -0.04
H -1.277 2.732 2.445 0.03 0.02 0.00
H -2.752 1.949 1.924 0.02 0.00 -0.01
O 2.460 -3.587 -0.492 0.05 0.08 0.04
P 2.543 -3.002 0.972 -0.83 0.62 -0.14
O 2.922 -3.905 2.027 -0.11 0.13 0.21
O 1.161 -2.172 1.063 1.22 -0.84 -0.59
O 3.579 -1.710 0.841 0.22 -0.07 -0.02
P 3.109 -0.391 0.133 -0.48 -0.15 0.10
O 4.357 0.491 -0.046 -0.08 0.07 -0.02
O 1.950 0.296 0.914 0.66 -0.25 0.17
O 2.320 -0.781 -1.147 0.37 -0.23 0.48
H 3.029 -4.357 -0.635 0.02 -0.09 0.01
H 5.228 0.138 0.189 0.07 -0.04 0.02
C -0.441 -0.338 3.238 0.11 0.08 0.18
C -1.114 -1.471 2.536 -0.08 0.02 -0.34
O -1.153 -1.211 1.065 -0.27 -0.49 0.30
C -1.894 -2.242 0.337 0.03 0.06 0.15
C -0.979 -2.910 -0.671 0.05 0.23 -0.41
H -0.428 -0.575 4.303 -0.01 0.04 0.00
H -0.987 0.595 3.113 0.00 -0.02 0.00
H 0.595 -0.205 2.925 -0.06 -0.05 -0.04
H -2.161 -1.576 2.817 0.00 0.05 0.05
H -0.606 -2.422 2.674 0.08 -0.02 0.01
H -2.736 -1.749 -0.136 0.00 0.01 -0.05
H -2.288 -2.965 1.049 0.07 -0.04 -0.01
H -0.366 -2.209 -1.337 0.05 0.06 0.28
H -1.546 -3.383 -1.475 -0.14 -0.02 0.09
H -0.308 -3.645 -0.248 0.08 0.00 0.07



58
Properties=species:S:1:pos:R:3:forces:R:3 method="wB97M-V/def2-TZVPD" spin_multiplicity=3 relative_energy_kcal_mol=159.6 gap_ev="3.18 / 6.89"
Au -1.505 -2.029 0.054 -1.38 0.53 -0.49
C 4.909 0.399 -1.915 1.75 -0.83 1.53
Si 4.016 1.197 -0.432 -1.67 0.21 -1.03
C 4.072 3.047 -0.270 0.35 1.01 -0.01
C 4.511 0.441 1.183 -0.41 -1.78 -0.01
N 2.256 0.889 -0.869 0.17 -0.53 -0.11
C 1.389 1.348 -1.589 -0.13 1.81 0.19
C 0.553 2.088 -2.385 1.96 -2.65 0.96
C -0.373 3.100 -2.021 -1.86 1.42 2.14
C -1.501 3.113 -1.163 0.28 -2.47 -0.30
C -2.246 1.951 -0.611 1.44 3.32 -1.00
C -1.853 0.783 0.116 -0.93 -0.40 0.14
N -2.607 -0.331 -0.054 0.04 -0.68 -0.05
Si -4.410 -0.311 -0.644 3.43 -0.97 1.33
C -5.152 -2.041 -0.298 0.60 0.49 -0.53
C -5.161 0.747 0.607 -1.54 2.66 1.91
C -4.387 0.454 -2.326 -0.94 0.12 -1.30
H 5.811 -0.292 -1.668 -1.51 1.18 -0.06
H 5.350 1.237 -2.427 0.07 0.24 -0.74
H 4.264 -0.192 -2.544 -0.38 0.12 -0.32
H 3.596 3.568 -1.138 0.40 -0.39 0.70
H 5.113 3.407 -0.153 -0.32 -0.10 -0.30
H 3.582 3.401 0.669 0.02 -0.49 -0.72
H 5.403 -0.216 1.009 -0.78 0.46 0.32
H 3.631 -0.203 1.462 0.86 0.28 -0.08
H 4.695 1.084 2.033 0.06 0.36 -0.05
H 0.739 1.864 -3.417 0.00 0.02 -0.68
H -0.188 4.080 -2.449 0.16 0.03 -0.15
H -1.914 4.099 -0.924 -0.29 -0.39 -0.64
H -3.318 2.014 -0.755 -0.18 0.53 0.57
H -5.063 -2.229 0.787 -0.11 0.11 -0.50
H -4.716 -2.879 -0.853 0.07 0.21 0.13
H -6.199 -1.982 -0.594 -0.23 -0.07 0.20
H -6.048 0.276 1.075 0.42 0.07 -0.11
H -5.573 1.697 0.180 0.18 -0.66 -0.01
H -4.542 1.181 1.459 -0.31 -1.06 -1.09
H -4.744 -0.313 -3.038 0.20 0.32 -0.01
H -3.414 0.844 -2.694 -0.54 -0.42 0.48
H -5.131 1.287 -2.393 0.53 -0.56 0.10
N 0.605 -0.544 2.930 0.28 -0.65 -0.66
C 0.022 0.767 3.162 -0.42 0.00 0.88
C -0.302 1.526 1.891 1.50 0.02 -0.93
O 0.016 2.687 1.805 -1.29 -1.13 -0.58
O -0.643 0.656 0.808 0.15 1.16 1.13
H 1.425 -0.773 3.480 -0.17 0.39 -0.24
H 0.736 -0.733 1.933 0.03 0.16 0.57
H 0.665 1.461 3.750 -0.38 -0.61 -0.38
H -0.911 0.601 3.738 0.21 0.42 -0.24
N 2.620 -4.350 0.835 0.91 -1.00 1.84
C 1.342 -3.714 0.932 -1.33 1.34 -0.01
C 0.350 -4.362 -0.059 -1.61 0.27 0.24
O 0.761 -5.505 -0.601 0.64 0.95 0.64
O -0.825 -3.930 -0.235 3.42 -2.03 0.13
H 2.997 -4.503 1.789 -0.34 -0.17 -0.98
H 3.319 -3.793 0.388 0.16 0.45 -0.53
H 1.729 -5.632 -0.289 -1.37 0.44 -0.25
H 1.405 -2.599 0.794 -0.40 -1.00 -0.21
H 0.847 -3.835 1.936 0.56 -0.05 -0.84



63
Properties=species:S:1:pos:R:3:forces:R:3 method="wB97M-V/def2-TZVPD" gap_ev=9.21 smiles="N[C@@]1(B(O)O)C(=O)N[C@](O)(CC(=O)Cl)[C@]1(CC(=O)Cl)P(O)Cl.CCOCC.CCOCC"
N -0.870 0.543 2.434 -0.41 -0.18 -0.52
C -0.008 0.564 1.242 1.65 -0.48 0.55
B 1.548 0.395 1.741 0.17 0.22 0.00
O 2.446 -0.302 0.995 -0.28 0.28 -0.31
O 1.972 0.918 2.929 0.06 0.48 -0.18
C -0.228 -0.652 0.313 -0.17 -0.03 -0.20
O 0.005 -1.803 0.562 -0.28 0.16 0.11
N -0.702 -0.174 -0.936 0.04 -0.06 0.26
C -1.392 1.062 -0.592 -0.66 -0.95 -0.32
O -2.491 0.672 0.224 -0.15 0.63 0.14
C -1.968 1.818 -1.801 0.60 0.21 -0.53
C -3.415 2.187 -1.638 0.00 -0.21 0.27
O -3.848 3.030 -0.938 -0.02 0.31 0.02
Cl -4.497 1.194 -2.631 -0.23 -0.18 -0.15
C -0.288 1.737 0.271 -1.00 0.32 -0.22
C -0.916 3.011 0.836 0.19 0.00 0.48
C 0.038 3.934 1.522 0.26 0.27 0.38
O 0.622 3.698 2.533 -0.13 -0.08 -0.05
Cl 0.217 5.519 0.742 -0.09 -0.02 0.07
P 1.250 1.786 -0.841 0.41 -0.50 -0.28
O 0.774 2.753 -2.078 -0.23 0.13 0.07
Cl 2.549 3.061 0.137 -0.19 0.05 -0.01
H -0.602 -0.255 2.994 -0.01 0.01 0.23
H -0.722 1.381 2.978 0.21 -0.03 0.20
H 3.331 0.075 1.083 0.31 -0.51 0.14
H 1.535 1.752 3.146 -0.14 -0.10 0.24
H -1.253 -0.857 -1.443 0.12 -0.09 -0.10
H -2.946 -0.060 -0.225 -0.16 -0.08 0.15
H -1.826 1.219 -2.693 -0.12 -0.14 -0.15
H -1.453 2.754 -1.991 0.14 0.15 0.15
H -1.500 3.556 0.109 0.06 0.01 -0.34
H -1.615 2.710 1.615 -0.22 -0.11 0.05
H 0.714 2.162 -2.840 0.14 0.23 -0.23
C -3.859 -2.190 2.348 0.01 -0.15 -0.14
C -4.697 -1.399 1.361 -0.08 -0.06 0.10
O -4.423 -1.701 -0.012 0.14 0.35 0.20
C -4.654 -3.047 -0.393 0.05 -0.17 -0.08
C -6.087 -3.506 -0.194 -0.05 0.11 0.04
H -2.797 -2.025 2.171 0.07 0.07 -0.01
H -4.095 -1.879 3.366 0.00 0.04 0.00
H -4.045 -3.263 2.277 -0.06 0.01 0.06
H -4.488 -0.340 1.483 0.07 0.11 -0.13
H -5.764 -1.529 1.568 0.02 -0.06 -0.05
H -3.958 -3.715 0.126 -0.02 0.01 0.04
H -4.402 -3.093 -1.453 0.02 0.05 -0.02
H -6.383 -3.485 0.855 0.03 -0.08 0.01
H -6.201 -4.530 -0.551 0.01 -0.01 -0.02
H -6.774 -2.865 -0.747 0.00 -0.01 -0.02
C 7.591 -0.485 -0.630 -0.08 0.10 -0.06
C 6.336 -1.236 -0.220 0.14 -0.12 0.01
O 5.144 -0.482 -0.342 -0.12 0.09 0.15
C 4.825 -0.015 -1.642 0.08 0.09 -0.09
C 4.642 -1.112 -2.675 0.02 -0.13 0.12
H 7.697 0.429 -0.044 0.02 0.00 0.02
H 8.470 -1.109 -0.467 0.00 -0.01 0.03
H 7.576 -0.204 -1.684 0.02 -0.06 -0.02
H 6.400 -1.502 0.835 -0.06 0.01 0.02
H 6.251 -2.177 -0.776 0.00 0.03 -0.04
H 5.573 0.713 -1.977 0.02 -0.05 -0.02
H 3.891 0.527 -1.518 -0.11 0.03 0.03
H 5.557 -1.684 -2.837 0.03 0.05 -0.05
H 4.349 -0.677 -3.632 -0.01 0.02 0.01
H 3.865 -1.807 -2.355 -0.02 0.01 0.00



no.,total energy (Eh)
1,-1239.4700
2,-1990.2185
3,-1862.7611
4,-3161.8599